## w
2 unconnected molecules or ions with the total composition C3H8O2S2, computed with ωB97M-V/def2-TZVPD.

```
15
C3H8O2S2 (ωB97M-V/def2-TZVPD)
O -1.34596 3.46915 1.27749
C -0.87136 2.83360 0.34946
O 0.35036 2.20906 0.21269
H -1.36183 2.79783 -0.63509
H 0.20357 1.43097 -0.43528
C -1.33438 -0.82795 1.45029
S 0.06109 -1.78620 0.74140
S 0.51849 -0.71776 -1.01080
C 1.95152 -1.73856 -1.59668
H -1.04336 0.15589 1.86492
H -2.16668 -0.61844 0.77013
H -1.72760 -1.46353 2.27576
H 1.76731 -2.85462 -1.63995
H 2.14032 -1.35500 -2.62063
H 2.85850 -1.53444 -1.00371
```

Output
- charge = 0
- SMILES string = CSSC.O=CO
- HOMO level (eV) = -8.4
- frontier orbital gap (eV) = 8.7

Löwdin atomic charge list, values in e, 4 entries:
1. O 0.058
2. C -0.370
3. O -0.021
4. H 0.132

***

## x
C3H8O2S2 in the gas phase, computed with ωB97M-V/def2-TZVPD.

```
15
C3H8O2S2 (ωB97M-V/def2-TZVPD)
C 1.30787 0.94680 -0.06203
C -0.19421 0.63329 0.40354
C -0.67254 -0.84498 0.22575
O -1.83020 -0.83665 0.90962
O -0.87270 -1.17813 -1.16411
S 2.75244 -0.01019 0.49911
S -1.31781 1.73215 -0.56998
H 1.54788 1.99026 0.13775
H 1.29683 0.84974 -1.12541
H -0.21960 0.77014 1.53441
H 0.01606 -1.67868 0.63555
H -2.09091 0.16564 0.86231
H -0.88555 -2.17626 -1.19882
H 2.48411 -1.35806 0.45738
H -1.32168 0.99492 -1.54507
```

Output
- charge = 0
- SMILES string = OC(O)[C@H](S)CS
- HOMO level (eV) = -9.3
- frontier orbital gap (eV) = 9.8

Löwdin atomic charge list, values in e, 4 entries:
1. C -0.588
2. C -0.570
3. C -0.547
4. O -0.045

***

The calculated energies rank the structures as follows, beginning with the most stable: w, x.

***

## w
C2H4ClFN2 in the gas phase, computed with ωB97M-V/def2-TZVPD.

```
10
C2H4ClFN2 (ωB97M-V/def2-TZVPD)
C 0.12059 -0.89690 -0.41151
C 1.02365 0.19560 0.13358
H -2.49532 0.55709 0.04098
H -0.77382 0.89485 0.28455
H 0.63635 -1.76999 -0.96739
H 0.73554 0.46387 1.20468
N -1.53021 0.26424 0.53984
N -1.12292 -0.82536 -0.27532
F 0.60202 1.27883 -0.63585
Cl 2.80412 -0.16224 0.08644
```

Output
- charge = 0
- SMILES string = N/N=C\[C@H](F)Cl
- HOMO level (eV) = -10.1
- frontier orbital gap (eV) = 10.9

Löwdin atomic charge list, values in e, 4 entries:
1. C -0.220
2. C -0.692
3. H 0.153
4. H 0.012

***

## x
C2H4ClFN2 in the gas phase, computed with ωB97M-V/def2-TZVPD.

```
10
C2H4ClFN2 (ωB97M-V/def2-TZVPD)
C 0.05310 -0.16802 -0.13843
C 0.92525 -1.11031 0.55405
H -1.62854 2.37265 0.01691
H -1.77109 1.07976 -0.99199
H -0.35564 -0.61561 -1.06048
H 1.03919 -0.95161 1.59997
N -1.07859 1.67679 -0.51237
N -0.25757 0.99873 0.30768
F 0.45661 -2.29877 0.21978
Cl 2.61727 -0.98362 0.00488
```

Output
- charge = 0
- SMILES string = N/N=C/[C@@H](F)Cl
- HOMO level (eV) = -9.5
- frontier orbital gap (eV) = 10.3

Löwdin atomic charge list, values in e, 4 entries:
1. C -0.208
2. C -0.767
3. H 0.097
4. H 0.095

***

The calculated energies rank the structures as follows, beginning with the most stable: x, w.

***

## w
2 unconnected molecules or ions with the total composition C12H12, computed with ωB97M-V/def2-TZVPD.

```
24
C12H12 (ωB97M-V/def2-TZVPD)
C 1.34433 -1.32077 -0.90538
C 0.65357 -0.10176 -1.39543
C 0.83337 1.19399 -0.89823
C 1.93943 1.27152 0.03948
C 2.53726 0.13593 0.55007
C 2.17665 -1.20455 0.14052
C -2.08579 -1.23703 -0.39141
C -2.05438 0.18460 -0.97784
C -1.68651 1.30785 -0.19175
C -1.00677 1.15024 1.00093
C -0.95240 -0.18029 1.74550
C -1.37717 -1.23615 0.89296
H 1.13118 -2.33730 -1.17629
H -0.49079 -0.14788 -1.86985
H 0.01261 2.14868 -1.02050
H 2.34882 2.23390 0.52946
H 3.08121 0.16732 1.32872
H 2.85845 -1.94957 0.41447
H -2.61185 -1.95256 -0.97982
H -2.65935 0.22134 -1.96289
H -1.72252 2.14344 -0.88166
H -0.61462 2.05412 1.67019
H -0.60037 -0.46016 2.80667
H -1.05434 -2.08491 1.53210
```

Output
- charge = 0
- SMILES string = c1ccccc1.c1ccccc1
- HOMO level (eV) = -8.4
- frontier orbital gap (eV) = 8.8

Löwdin atomic charge list, values in e, 4 entries:
1. C -0.089
2. C -0.087
3. C -0.126
4. C -0.103

***

## x
2 unconnected molecules or ions with the total composition C12H12, computed with ωB97M-V/def2-TZVPD.

```
24
C12H12 (ωB97M-V/def2-TZVPD)
C 2.62956 1.82674 -2.37288
C 2.52900 0.43437 -2.59248
C 1.50218 -0.03764 -3.40644
C 0.34265 0.81413 -3.92294
C 0.58953 2.15311 -3.68833
C 1.63993 2.66415 -2.84139
C -0.79261 -0.70157 4.02985
C -0.87416 -2.09809 3.95960
C -1.56700 -2.63920 2.95304
C -2.26938 -1.81477 2.16544
C -2.31339 -0.42783 2.31983
C -1.42624 0.29897 3.22375
H 3.57143 2.11722 -1.90921
H 3.29102 -0.25039 -2.19273
H 1.40587 -1.03187 -3.52589
H -0.48866 0.21365 -4.43590
H -0.65132 2.59566 -3.90065
H 1.65695 3.72204 -2.46950
H 0.33913 -0.67361 4.69026
H -0.35253 -2.43576 4.83851
H -1.49918 -3.69878 2.66296
H -3.08687 -2.33981 1.54582
H -3.01546 -0.01063 1.66378
H -1.16045 1.31993 3.20550
```

Output
- charge = 0
- SMILES string = c1ccccc1.c1ccccc1
- HOMO level (eV) = -9.1
- frontier orbital gap (eV) = 10.0

Löwdin atomic charge list, values in e, 4 entries:
1. C -0.121
2. C -0.103
3. C -0.069
4. C -0.094

***

The calculated energies rank the structures as follows, beginning with the most stable: x, w.

***

## w
C10H14N2 in the gas phase, computed with ωB97M-V/def2-TZVPD.

```
26
C10H14N2 (ωB97M-V/def2-TZVPD)
C 2.86380 1.24464 -0.42950
C 1.36343 1.27835 -0.07624
C 1.29516 -1.05175 -0.05016
C 1.27046 -1.48951 1.39394
C -0.83113 0.08859 -0.40013
C -1.52198 -1.11635 -0.66897
C -2.91142 -1.21847 -0.44687
C -3.62067 -0.07799 -0.05339
C -2.88347 1.09889 0.18133
C -1.53383 1.17960 -0.03919
H 3.10579 1.46429 -1.52603
H 3.25834 2.19163 0.15219
H 3.40494 0.40593 -0.01075
H 0.86643 2.12957 -0.48554
H 1.28650 1.36730 1.01693
H 1.76048 -2.41777 1.59099
H 0.23807 -1.36197 1.71514
H 1.76637 -0.65518 1.95745
H 1.71567 -1.22457 -1.78477
H -0.92635 -2.05742 -0.89147
H -3.40956 -2.15775 -0.57819
H -4.67497 -0.10668 0.15032
H -3.31330 2.00210 0.62101
H -1.07797 2.15044 0.07515
N 0.62073 0.08494 -0.48002
N 1.88849 -1.75086 -0.93324
```

Output
- charge = 0
- SMILES string = [H]/N=C(/C)N(CC)c1ccccc1
- HOMO level (eV) = -8.2
- frontier orbital gap (eV) = 9.1

Löwdin atomic charge list, values in e, 4 entries:
1. C -0.084
2. C -0.240
3. C -0.529
4. C -0.002

***

## x
A molecular structure, C10H14N2, computed with ωB97M-V/def2-TZVPD.

```
26
C10H14N2 (ωB97M-V/def2-TZVPD)
C 3.92192 -0.87717 -0.02729
C 2.62935 -0.21942 -0.18865
C 2.65384 1.14465 0.62614
C 1.43372 -0.77404 -0.51454
C 0.11467 -0.43566 -0.12862
C 0.04429 0.89374 -0.07085
C -1.35073 1.32284 -0.00603
C -1.87582 2.72013 -0.23982
C -2.33482 0.28892 0.20569
C -2.13639 -1.06254 0.14410
H 4.91775 -0.38270 -0.33634
H 4.20074 -1.97556 -0.45983
H 3.92330 -1.06835 1.11165
H 2.76867 2.09564 -0.11334
H 3.64648 1.06960 1.28382
H 1.79119 1.41045 1.19425
H 1.56215 -1.63124 -1.29017
H 0.92963 1.37350 -0.55647
H -2.96213 2.90801 -0.53689
H -0.90912 3.22629 -1.03175
H -1.31493 2.97667 0.65767
H -3.45777 0.72066 -0.04860
H -2.57826 -2.89104 0.61364
H -3.52930 -1.64944 0.93013
N -3.01111 -2.05618 0.12065
N -0.93011 -1.39971 -0.15188
```

Output
- charge = 0
- HOMO level (eV) = -8.1
- frontier orbital gap (eV) = 8.8

Löwdin atomic charge list, values in e, 4 entries:
1. C -0.139
2. C -0.340
3. C -0.091
4. C -0.060

***

The calculated energies rank the structures as follows, beginning with the most stable: w, x.

***

## w
A molecular structure, C5H7ClN2, computed with ωB97M-V/def2-TZVPD.

```
15
C5H7ClN2 (ωB97M-V/def2-TZVPD)
C -0.45190 -0.73713 1.29465
C -0.82077 -0.38223 -0.13550
C 0.34236 -1.05169 -1.04029
C -0.90900 1.00901 -0.38320
C -1.17664 2.21365 -0.41841
H 0.32148 -0.03599 1.78279
H -0.31323 -1.97121 1.21440
H -1.36481 -0.57648 1.99263
H -0.10114 -1.64124 -1.77027
H 1.47369 1.23984 -0.28387
H 3.04472 0.15744 0.03388
H -1.06782 3.28691 -0.71244
N 1.58525 -0.86304 -1.04538
N 1.95576 0.11776 -0.00190
Cl -2.51795 -0.76561 -0.52709
```

Output
- charge = 0
- HOMO level (eV) = -9.3
- frontier orbital gap (eV) = 10.1

Löwdin atomic charge list, values in e, 4 entries:
1. C -0.132
2. C -0.881
3. C -0.175
4. C -0.295

***

## x
2 unconnected molecules or ions with the total composition C5H7ClN2, computed with ωB97M-V/def2-TZVPD.

```
15
C5H7ClN2 (ωB97M-V/def2-TZVPD)
C -2.19057 -0.53225 0.67266
C -2.64516 -1.73266 -2.52885
C 3.14832 1.12808 1.38718
C -2.28578 -0.79419 -0.49070
C 0.83807 1.31550 0.87397
N -2.72332 -0.73624 -1.75189
N 1.82034 1.69567 1.53526
Cl 0.92625 0.13146 -0.45898
H -1.97386 -0.90247 1.62370
H 3.20950 0.78137 0.36866
H -3.02321 -1.40395 -3.56699
H -2.01038 -2.58188 -2.50234
H 3.85217 1.80962 1.64101
H 3.22841 0.24910 1.98222
H -0.17079 1.57282 1.21509
```

Output
- charge = 0
- SMILES string = C/N=C\Cl.C#CN=C
- HOMO level (eV) = -9.6
- frontier orbital gap (eV) = 9.8

Löwdin atomic charge list, values in e, 4 entries:
1. C 0.077
2. C -0.020
3. C -0.123
4. C -0.277

***

The calculated energies rank the structures as follows, beginning with the most stable: x, w.

***

## w
C2H3ClFI in the gas phase, computed with ωB97M-V/def2-TZVPD.

```
8
C2H3ClFI (ωB97M-V/def2-TZVPD)
C 0.14058 -0.12383 -0.05821
C 1.25089 -1.14735 0.21121
F 0.99907 -2.11797 1.11148
Cl 1.18083 -2.35679 -1.57650
I 3.27675 -0.42041 0.25487
H 0.52583 0.28244 -1.04869
H -0.76743 -0.61405 -0.17937
H 0.06022 0.54576 0.90141
```

Output
- charge = 0
- SMILES string = C[C@@](F)(Cl)I
- HOMO level (eV) = -10.0
- frontier orbital gap (eV) = 9.5

Löwdin atomic charge list, values in e, 4 entries:
1. C -0.167
2. C -1.065
3. F -0.072
4. Cl 0.222

***

## x
A molecular structure, C2H3ClFI, computed with ωB97M-V/def2-TZVPD.

```
8
C2H3ClFI (ωB97M-V/def2-TZVPD)
C -0.91700 1.60367 0.36301
C 0.28268 1.57643 -0.44475
F 1.40936 2.53692 0.94189
Cl 1.02679 0.12130 -0.62584
I -2.15103 -0.11257 -0.19410
H -0.71668 1.51076 1.41889
H -1.52788 2.58466 0.08040
H 0.31502 2.56837 -1.12338
```

Output
- charge = 0
- HOMO level (eV) = -10.1
- frontier orbital gap (eV) = 8.8

Löwdin atomic charge list, values in e, 4 entries:
1. C -0.684
2. C -0.724
3. F -0.396
4. Cl 0.734

***

The calculated energies rank the structures as follows, beginning with the most stable: w, x.

***

## w
2 unconnected molecules or ions with the total composition C5H15NO, computed with ωB97M-V/def2-TZVPD.

```
22
C5H15NO (ωB97M-V/def2-TZVPD)
C 1.74715 -0.75915 -0.53306
C 2.56635 -1.09598 -1.76331
C 0.53372 0.16411 -0.96775
N -0.34406 0.46305 0.12211
C -0.90663 -0.54689 0.98653
C -0.25201 -0.48847 2.37532
H 2.29749 -0.18996 0.20205
H 1.29281 -1.61502 -0.02845
H 3.32309 -1.82544 -1.45701
H 1.94962 -1.52576 -2.55295
H 3.09306 -0.23250 -2.16087
H 0.89004 1.11251 -1.35992
H -0.03654 -0.34673 -1.74427
H -0.03799 1.29451 0.63345
H -0.83849 -1.49344 0.46508
H -1.97300 -0.31777 1.14027
H -0.71212 -1.23751 3.00064
H -0.34865 0.52183 2.76534
H 0.82149 -0.69990 2.30554
H -3.74818 1.62371 -0.38889
H -2.21715 1.49998 -0.44006
O -2.92833 2.08709 -0.17570
```

Output
- charge = +1
- multiplicity = 2
- HOMO level (alpha / beta) (eV) = -15.2 / -15.2
- frontier orbital gap (alpha / beta) (eV) = 12.2 / 7.3

Löwdin atomic charge list, values in e, 4 entries:
1. C -0.191
2. C -0.076
3. C -0.137
4. N 0.098

***

## x
2 unconnected molecules or ions with the total composition C5H15NO, computed with ωB97M-V/def2-TZVPD.

```
22
C5H15NO (ωB97M-V/def2-TZVPD)
C -1.64839 2.12528 -1.62120
N -0.65007 1.60376 -0.70176
C 0.64256 2.22647 -0.75721
C -0.56212 -0.70959 -1.42514
C -0.78638 0.22284 -0.24030
C 0.09520 -0.07202 0.96204
H -2.59354 1.62427 -1.43568
H -1.76988 3.19013 -1.44211
H -1.27203 1.91790 -2.62041
H 0.54039 3.28553 -1.00854
H 1.28504 1.74574 -1.49770
H 1.16864 2.13120 0.19875
H -0.76874 -1.73987 -1.15703
H 0.46820 -0.64055 -1.76710
H -1.22473 -0.44384 -2.24365
H -1.83250 0.14455 0.05010
H -0.16126 -1.05253 1.34677
H 1.14155 -0.12536 0.65814
H -0.02194 0.65111 1.76707
H 2.23556 -4.94527 4.84905
H 3.16871 -5.42110 3.70981
O 2.54572 -5.71865 4.37610
```

Output
- charge = +1
- multiplicity = 2
- HOMO level (alpha / beta) (eV) = -13.2 / -13.2
- frontier orbital gap (alpha / beta) (eV) = 10.4 / 6.2

Löwdin atomic charge list, values in e, 4 entries:
1. C 0.022
2. N -0.063
3. C 0.008
4. C -0.008

***

The calculated energies rank the structures as follows, beginning with the most stable: x, w.

***

## w
C5H12N4O2 in the gas phase, computed with ωB97M-V/def2-TZVPD.

```
23
C5H12N4O2 (ωB97M-V/def2-TZVPD)
C -1.58800 0.23079 0.19450
C 0.44984 1.65738 0.90900
C 1.21364 1.53100 -0.46795
C 1.40752 0.23004 -1.12412
C 2.01614 -0.88165 -0.15759
H -3.95501 -0.43512 -0.86366
H -2.94525 -2.15442 -1.40515
H -2.16573 -1.34312 1.26809
H -1.50337 0.15994 2.36713
H -1.19558 2.22759 -0.30419
H 0.48703 2.62940 1.47776
H 0.49169 0.68574 1.52748
H 0.65887 1.93425 -1.38227
H 2.20120 2.25129 -0.39977
H 2.13204 0.38686 -1.84251
H 0.40449 0.10692 -1.70356
H 0.48556 -1.47305 0.62302
N -3.01064 -1.11606 -0.74028
N -2.06042 -0.04149 -1.05332
N -1.51887 -0.59607 1.44013
N -0.94673 1.53187 0.31576
O 1.40458 -1.59168 0.79967
O 3.17865 -0.91200 -0.20235
```

Output
- charge = 0
- SMILES string = N/N=C(\N)NCCCC(=O)O
- HOMO level (eV) = -8.7
- frontier orbital gap (eV) = 9.3

Löwdin atomic charge list, values in e, 4 entries:
1. C -0.413
2. C -0.121
3. C -0.235
4. C -0.137

***

## x
A molecular structure, C5H12N4O2, computed with ωB97M-V/def2-TZVPD.

```
23
C5H12N4O2 (ωB97M-V/def2-TZVPD)
C -2.60749 -1.67265 -0.15870
C -1.61087 0.09779 1.27150
C -0.06197 0.09298 1.15083
C 0.53416 -0.08030 -0.19630
C 2.64098 1.42189 0.17411
H -3.40080 -1.62997 -1.23059
H -2.88800 -2.41697 0.47415
H -1.66587 -2.16943 -0.24036
H -2.27922 1.32375 1.59671
H -2.30910 -0.77169 2.05150
H 0.63969 -0.73962 1.59553
H 0.18869 0.95064 1.66847
H -0.03700 0.62352 -0.95427
H 0.11351 -1.09613 -0.81133
H 2.00093 2.25844 0.09724
H 3.62728 1.26214 1.18643
H 3.65020 1.89351 -0.79494
N -2.39102 -0.35818 0.00541
N 1.97374 0.10178 -0.23896
N 2.71531 -0.93775 -0.41114
N -2.65771 0.43017 -0.88722
O 3.89388 -0.84760 -0.25573
O -2.45530 1.68528 -0.66474
```

Output
- charge = 0
- HOMO level (eV) = -9.1
- frontier orbital gap (eV) = 9.6

Löwdin atomic charge list, values in e, 4 entries:
1. C -0.110
2. C -0.084
3. C -0.215
4. C -0.243

***

The calculated energies rank the structures as follows, beginning with the most stable: w, x.